DFT (ωB97M-V with the def2-TZVPD basis set) results for a single C23H26N4O7S molecule.

Computed properties:
SMILES string = COCCNC(=O)Cn1c(=O)n(CCCC(=O)NCc2ccc3c(c2)OCO3)c(=O)c2sccc21
Energy relative to the best compared isomer or geometry (same formula, charge and spin) = 0.0 kJ/mol
E_HOMO = -7.96 eV
LUMO level = 0.45 eV

Each line ends with the Löwdin charge.
Element x y z (Å)
C  -1.205432  -0.136305  -3.911576  -0.10
O  -0.072810  0.268693  -3.185986  -0.22
C  -0.127771  1.612627  -2.759531  -0.20
C  0.932952  1.817210  -1.684960  -0.12
N  0.470635  1.281754  -0.425239  0.10
C  0.810129  1.851857  0.737132  -0.51
O  1.591844  2.778219  0.836229  0.06
C  0.092713  1.283188  1.965938  -0.02
N  -1.273280  0.900959  1.682967  0.06
C  -1.657931  -0.406315  1.892626  -0.44
O  -0.897854  -1.215512  2.387552  0.07
N  -2.953234  -0.733720  1.554234  0.08
C  -3.357112  -2.120282  1.734171  -0.12
C  -3.131136  -2.953553  0.471644  -0.14
C  -1.672970  -3.353807  0.251754  -0.10
C  -0.797117  -2.269340  -0.356091  -0.46
O  -1.168458  -1.134501  -0.604608  0.06
N  0.443694  -2.711592  -0.637165  0.07
C  1.469201  -1.902601  -1.253038  -0.12
C  2.392486  -1.208968  -0.277221  -0.20
C  2.223348  -1.305562  1.092050  -0.05
C  3.055304  -0.627941  1.985122  0.01
C  4.042317  0.158719  1.451010  -0.20
C  4.225324  0.252551  0.068560  -0.19
C  3.428143  -0.431361  -0.810950  0.03
O  5.277522  1.084814  -0.193604  0.04
C  5.688967  1.588448  1.060123  -0.15
O  4.977479  0.928944  2.084544  0.04
C  -3.891916  0.093877  0.934202  -0.44
O  -4.989298  -0.317272  0.621099  0.08
C  -3.403414  1.432364  0.755092  -0.37
S  -4.291634  2.741939  0.060188  1.08
C  -2.946327  3.785140  0.282086  -0.38
C  -1.871104  3.178492  0.851213  -0.09
C  -2.128736  1.812364  1.123019  -0.23
H  -1.347918  0.482529  -4.805504  0.09
H  -1.030789  -1.168325  -4.208931  0.09
H  -2.107720  -0.083799  -3.291568  0.09
H  -1.121975  1.840566  -2.348127  0.13
H  0.057555  2.283805  -3.611936  0.13
H  1.858730  1.324186  -1.999624  0.11
H  1.140388  2.879998  -1.536138  0.13
H  -0.111706  0.447027  -0.467385  0.10
H  0.122607  2.040092  2.755991  0.15
H  0.616575  0.389707  2.314219  0.11
H  -4.423827  -2.104963  1.968367  0.13
H  -2.792788  -2.526289  2.575475  0.13
H  -3.494724  -2.389967  -0.389049  0.12
H  -3.731399  -3.860363  0.561105  0.12
H  -1.632925  -4.217317  -0.417794  0.12
H  -1.226711  -3.643638  1.206172  0.12
H  0.716914  -3.622620  -0.304371  0.15
H  2.057439  -2.543927  -1.917730  0.14
H  0.964271  -1.151639  -1.871105  0.10
H  1.414222  -1.894648  1.495726  0.10
H  2.921306  -0.710804  3.050555  0.12
H  3.587903  -0.368537  -1.874955  0.13
H  6.767298  1.414536  1.190031  0.14
H  5.481735  2.670899  1.106444  0.14
H  -3.023638  4.809877  -0.023351  0.07
H  -0.945365  3.680107  1.060883  0.11

Cartesian forces (eV/Å) of the 2 atoms listed first:
C -0.1 0.0 0.0
O 0.2 0.0 0.1

DFT (ωB97M-V with the def2-TZVPD basis set) results for a single C23H26N6O2 molecule.

Computed properties:
SMILES string = Cc1cccc(/C=N/Nc2cc(N3CCOCC3)nc(OCCc3ccccn3)n2)c1
Energy relative to the best compared isomer or geometry (same formula, charge and spin) = 103.5 kJ/mol
E_HOMO = -7.92 eV
LUMO level = 0.33 eV

Each line ends with the Löwdin charge.
Element x y z (Å)
C  -8.299544  -2.802335  -0.549059  -0.05
C  -7.203301  -1.788252  -0.418889  -0.28
C  -7.493993  -0.430574  -0.507365  -0.05
C  -6.490675  0.515596  -0.378941  -0.08
C  -5.185943  0.123434  -0.160209  -0.04
C  -4.870638  -1.233530  -0.067331  -0.21
C  -3.513275  -1.673515  0.163732  -0.10
N  -2.555848  -0.841183  0.298709  0.05
N  -1.320933  -1.278776  0.512226  0.02
C  -0.261763  -0.429905  0.676968  -0.30
C  -0.402738  0.947157  0.624644  0.05
C  0.765022  1.699700  0.808424  -0.27
N  0.787865  3.055714  0.846832  -0.07
C  -0.271596  3.900545  0.347313  -0.12
C  0.113030  4.426498  -1.043644  -0.19
O  1.338436  5.119304  -1.001568  -0.13
C  2.377810  4.294326  -0.516332  -0.18
C  2.054627  3.757859  0.882122  -0.13
N  1.940218  1.086354  1.020102  0.19
C  1.949168  -0.233086  1.055651  -0.41
O  3.149295  -0.769044  1.279759  -0.01
C  3.217208  -2.186735  1.304851  -0.19
C  4.680380  -2.593547  1.479938  -0.11
C  5.480469  -2.275393  0.248340  -0.30
C  5.821960  -0.963927  -0.072245  -0.02
C  6.534550  -0.729367  -1.234750  -0.07
C  6.889053  -1.806933  -2.033111  -0.07
C  6.502052  -3.072826  -1.625185  -0.15
N  5.815951  -3.303711  -0.519122  0.10
N  0.911757  -1.039177  0.891612  0.18
C  -5.891912  -2.175654  -0.199649  -0.01
H  -8.970820  -2.741330  0.307425  0.08
H  -8.887877  -2.615810  -1.445954  0.08
H  -7.896008  -3.810452  -0.598480  0.07
H  -8.513717  -0.116473  -0.678399  0.11
H  -6.733106  1.566031  -0.451128  0.10
H  -4.393780  0.847347  -0.058125  0.10
H  -3.340451  -2.755869  0.220674  0.12
H  -1.116059  -2.277928  0.572742  0.16
H  -1.377639  1.364702  0.458506  0.08
H  -1.215677  3.363884  0.298755  0.11
H  -0.379792  4.749536  1.031920  0.13
H  -0.627836  5.139085  -1.410151  0.13
H  0.182232  3.578228  -1.743097  0.13
H  3.273769  4.916231  -0.499882  0.13
H  2.533211  3.445876  -1.199826  0.13
H  2.821855  3.061181  1.214775  0.11
H  1.965902  4.593093  1.584462  0.13
H  2.809708  -2.591945  0.371956  0.13
H  2.608760  -2.563316  2.135603  0.12
H  4.726384  -3.667120  1.659823  0.12
H  5.087814  -2.058451  2.338747  0.12
H  5.517772  -0.156298  0.573895  0.11
H  6.812065  0.277080  -1.514870  0.10
H  7.448280  -1.667815  -2.945495  0.10
H  6.749805  -3.950558  -2.208838  0.10
H  -5.651503  -3.227936  -0.128873  0.11

Cartesian forces (eV/Å) of the 2 atoms listed first:
C 0.0 0.0 0.0
C -0.1 0.1 0.0

DFT (ωB97M-V with the def2-TZVPD basis set) results for a single C23H26N8O2 molecule.

Computed properties:
SMILES string = CC(=O)Nc1ccc(/C(C)=N/Nc2nc(Nc3ccccc3)nc(N3CCOCC3)n2)cc1
E_HOMO = -7.95 eV
LUMO level = 0.66 eV

Each line ends with the Löwdin charge.
Element x y z (Å)
C  2.036957  -7.602877  -4.115366  0.00
C  1.278940  -6.642583  -3.219815  -0.51
O  0.086902  -6.710336  -3.034236  0.07
N  2.102083  -5.706759  -2.658615  0.11
C  1.788328  -4.663720  -1.784463  -0.22
C  0.496505  -4.413812  -1.331199  0.00
C  0.259095  -3.370161  -0.458438  -0.03
C  1.292517  -2.541904  -0.021868  -0.18
C  1.038441  -1.413612  0.879423  -0.29
C  -0.203894  -1.438599  1.715101  -0.03
N  1.937877  -0.504127  0.896630  0.09
N  1.774697  0.643530  1.625280  0.05
C  0.744752  1.517883  1.513909  -0.38
N  -0.292117  1.192517  0.744864  0.17
C  -1.248596  2.109648  0.685405  -0.36
N  -2.356143  1.887887  -0.066813  0.13
C  -2.680517  0.810181  -0.882294  -0.23
C  -1.739215  -0.116071  -1.326500  -0.04
C  -2.132025  -1.166061  -2.136353  -0.08
C  -3.454299  -1.306777  -2.522074  -0.10
C  -4.389436  -0.376314  -2.099099  -0.09
C  -4.008827  0.674759  -1.288047  -0.04
N  -1.239956  3.273786  1.334420  0.18
C  -0.144975  3.503826  2.068093  -0.36
N  -0.099339  4.646528  2.778423  -0.06
C  -1.059592  5.705846  2.580848  -0.13
C  -0.378504  6.871960  1.853968  -0.19
O  0.768991  7.306587  2.549786  -0.14
C  1.707469  6.263129  2.694160  -0.19
C  1.102870  5.075403  3.452575  -0.12
N  0.888082  2.663382  2.179604  0.18
C  2.582849  -2.792064  -0.494481  -0.02
C  2.828939  -3.838012  -1.354445  -0.02
H  2.797014  -8.131040  -3.543127  0.08
H  1.340673  -8.323549  -4.533641  0.08
H  2.519696  -7.060571  -4.925888  0.08
H  3.082146  -5.763533  -2.901037  0.14
H  -0.314331  -5.038877  -1.665525  0.10
H  -0.754058  -3.188770  -0.136076  0.11
H  -1.057681  -1.063586  1.153161  0.07
H  -0.408294  -2.455579  2.043485  0.09
H  -0.071545  -0.799619  2.586875  0.08
H  2.650340  1.054427  1.922462  0.15
H  -3.062806  2.602316  0.042799  0.15
H  -0.708320  -0.003390  -1.037308  0.09
H  -1.391753  -1.878211  -2.470748  0.10
H  -3.753288  -2.130797  -3.151775  0.10
H  -5.422389  -0.469599  -2.401085  0.10
H  -4.741496  1.399475  -0.960199  0.11
H  -1.890998  5.314014  1.997118  0.11
H  -1.412493  6.043984  3.561507  0.13
H  -1.042676  7.735531  1.793926  0.13
H  -0.101583  6.551734  0.837570  0.13
H  2.551091  6.686834  3.241134  0.13
H  2.046570  5.924487  1.702937  0.13
H  1.797365  4.237442  3.485881  0.11
H  0.839280  5.388616  4.468930  0.13
H  3.384781  -2.151016  -0.166098  0.11
H  3.835898  -4.023785  -1.703659  0.11

Cartesian forces (eV/Å) of the 2 atoms listed first:
C -0.2 -0.1 0.0
C 0.3 -0.3 -0.3

DFT (ωB97M-V with the def2-TZVPD basis set) results for a molecular structure, C23H27ClCoN2O5S4Si.

Computed properties:
Energy relative to the best compared isomer or geometry (same formula, charge and spin) = 250.6 kJ/mol
E_HOMO (spin up / spin down) = 0.38 / -1.90 eV
2S+1 = 4
Charge = -2
LUMO level (spin up / spin down) = 4.25 / 3.68 eV

Each line ends with the Löwdin charge.
Element x y z (Å)
Co  -1.010564  0.066801  -1.763924  0.46
O  2.892893  -2.578908  -8.173709  -0.11
C  2.563685  -2.067573  -7.126268  -1.09
S  3.677286  -1.722459  -5.809104  0.89
C  2.531591  -0.959029  -4.665575  -1.22
C  1.216565  -0.857814  -5.131593  -1.16
S  -0.134145  -0.105207  -4.456447  0.64
S  0.919965  -1.593806  -6.728374  0.91
S  3.152241  -0.470465  -3.195574  0.53
Cl  -3.012403  -6.464541  0.562089  0.54
C  -2.204524  -4.992329  0.034379  -0.72
C  -0.852475  -4.839817  0.306960  -0.17
C  -0.216569  -3.667357  -0.112754  -0.07
C  -0.890432  -2.642033  -0.789617  -0.34
O  -0.240329  -1.561840  -1.132285  -0.15
C  -2.294591  -2.842386  -1.088559  -0.16
C  -3.004943  -1.873037  -1.818251  -0.22
O  -2.520867  -0.792570  -2.336250  -0.21
C  -2.923281  -4.038963  -0.649193  -0.11
H  -0.311912  -5.612609  0.838783  0.07
H  0.846446  -3.534759  0.049350  0.09
H  -4.074787  -2.050383  -1.986875  0.10
H  -3.969367  -4.205846  -0.877546  0.09
C  -1.425863  4.028641  0.361798  -0.18
Si  -2.532538  2.489383  0.135894  0.24
C  -4.284972  3.165195  -0.189863  -0.19
C  -2.625930  1.670654  1.856765  -0.18
O  -2.065234  1.517225  -1.008524  -0.35
H  -1.949855  4.828045  0.895060  0.01
H  -1.119333  4.419940  -0.612976  0.02
H  -0.513165  3.796991  0.919162  0.01
H  -4.588647  3.897069  0.566364  0.01
H  -5.012618  2.349577  -0.189068  0.02
H  -4.332546  3.647122  -1.170472  0.01
H  -2.959828  2.377498  2.623404  0.01
H  -1.649872  1.279580  2.162405  0.00
H  -3.322748  0.828600  1.840891  0.02
C  1.287356  0.651087  4.922210  -0.07
C  2.569643  0.443320  4.119744  -0.22
N  2.326835  0.449502  2.683881  -0.06
C  2.493111  -0.831486  1.996979  -0.20
C  1.427816  -1.852936  2.380098  -0.07
C  2.225481  1.680488  2.097376  -0.40
O  2.419212  2.699768  2.754860  0.04
C  1.825558  1.781501  0.668021  -0.11
C  2.321574  2.844196  -0.085352  0.00
C  1.900741  2.977657  -1.392118  -0.04
C  1.009233  2.058278  -1.916660  -0.12
N  0.490777  1.067780  -1.186773  -0.01
C  0.884738  0.951294  0.076024  -0.05
H  1.500607  0.636914  5.993522  0.07
H  0.558775  -0.128303  4.699158  0.07
H  0.850729  1.615248  4.663159  0.07
H  3.031343  -0.510969  4.377633  0.11
H  3.269691  1.245138  4.357799  0.11
H  3.481194  -1.224216  2.266123  0.12
H  2.494528  -0.675759  0.922715  0.11
H  1.439130  -2.044656  3.455125  0.06
H  1.613073  -2.794133  1.866747  0.06
H  0.434012  -1.508411  2.094220  0.08
H  3.017656  3.534922  0.371276  0.12
H  2.265778  3.783126  -2.014540  0.10
H  0.705967  2.095436  -2.952694  0.08
H  0.399110  0.166623  0.640965  0.12

Cartesian forces (eV/Å) of the 2 atoms listed first:
Co -0.7 -0.3 0.4
O 0.0 0.0 0.0

Energy values, unit eV, following the record order: -55403.3762, -37308.4710, -40290.2660, -138879.4013.